Record 1
The following is a DFT calculation (ωB97M-V with the def2-TZVPD basis set) of C18H25BCaN8O3 as an isolated structure at a distorted geometry.

Last column: Mulliken charge in e.
Element x y z (Å)
H (0.189, 2.947, -0.181)  0.480
N (0.447, 1.643, -1.840)  -0.276
B (1.063, 0.708, -4.152)  -0.254
N (0.878, 1.872, -3.138)  0.096
C (1.045, 3.190, -3.349)  -0.134
Ca (-0.234, -0.600, -0.972)  2.402
H (1.329, 3.530, -4.334)  0.438
C (0.778, 3.860, -2.157)  -1.094
H (0.836, 4.919, -1.995)  0.399
C (0.428, 2.850, -1.235)  -0.262
H (1.550, 1.117, -5.166)  -0.128
C (-2.003, -3.003, 0.476)  -0.854
H (-2.289, -3.316, 1.487)  0.300
H (-0.994, -3.385, 0.275)  0.279
H (-2.705, -3.395, -0.267)  0.312
N (-0.356, 0.119, -4.391)  0.150
N (1.939, -0.438, -3.568)  0.123
N (-1.108, -0.400, -3.344)  -0.311
N (1.708, -0.951, -2.299)  -0.375
C (-1.037, 0.052, -5.547)  -0.147
C (2.965, -1.088, -4.147)  -0.110
H (-0.562, 0.416, -6.447)  0.431
H (3.234, -0.846, -5.165)  0.441
C (-2.286, -0.516, -5.283)  -1.029
C (3.478, -2.006, -3.227)  -1.119
C (-2.287, -0.779, -3.892)  -0.300
C (2.675, -1.868, -2.074)  -0.198
H (-3.053, -0.717, -6.004)  0.383
H (4.304, -2.671, -3.376)  0.398
H (-3.080, -1.223, -3.298)  0.438
H (2.754, -2.370, -1.115)  0.517
H (-2.028, -1.901, 0.448)  0.031
C (-2.551, 1.128, 4.291)  -1.117
C (-1.690, -0.105, 4.416)  -0.857
C (-0.262, -0.089, 3.792)  2.212
C (0.734, 0.877, 4.497)  -0.964
C (0.521, 2.364, 4.332)  -1.054
C (0.311, -1.493, 4.049)  -0.355
O (0.302, -2.036, 5.146)  -0.640
N (0.887, -2.141, 2.975)  0.030
C (0.856, -1.790, 1.628)  0.289
O (1.306, -2.557, 0.761)  -0.673
N (0.250, -0.608, 1.335)  -0.685
C (-0.330, 0.198, 2.264)  -0.123
O (-0.951, 1.189, 1.839)  -0.706
H (-2.146, 1.971, 4.854)  0.223
H (-3.543, 0.894, 4.693)  0.416
H (-2.643, 1.399, 3.237)  0.256
H (-1.580, -0.372, 5.476)  0.384
H (-2.227, -0.953, 3.956)  0.374
H (0.730, 0.617, 5.566)  0.392
H (1.742, 0.618, 4.133)  0.437
H (-0.390, 2.703, 4.830)  0.229
H (1.372, 2.880, 4.787)  0.417
H (0.478, 2.623, 3.272)  0.198
H (1.247, -3.067, 3.153)  0.293

Its molar mass is 452.341 g/mol. The calculation puts the HOMO energy at -8.95 eV. The total charge is 0. The calculation puts the max |F| at 1.56 eV Å⁻¹.

Record 2
The following is a DFT calculation (ωB97M-V with the def2-TZVPD basis set) of C18H25BF4N4OPmS as an isolated structure at a distorted geometry.

Last column: Mulliken charge in e.
Element x y z (Å)
Pm (0.170, 0.298, -1.461)  1.682
C (5.844, -2.081, -1.494)  -0.972
C (5.442, -0.654, -1.150)  -1.005
N (4.514, -0.602, -0.013)  0.148
C (5.152, -0.547, 1.315)  -0.707
C (5.256, 0.873, 1.845)  -1.173
C (3.197, -0.622, -0.136)  0.486
S (2.563, -0.869, -1.753)  -0.356
N (2.520, -0.528, 1.038)  -0.095
C (1.250, -0.514, 1.309)  0.397
O (0.273, -0.492, 0.449)  -0.618
C (0.873, -0.513, 2.743)  0.487
C (-0.476, -0.494, 3.095)  -0.463
C (-0.849, -0.492, 4.429)  -0.759
C (0.124, -0.508, 5.418)  -0.360
C (1.470, -0.526, 5.074)  -0.744
C (1.845, -0.527, 3.742)  -0.079
H (6.573, -2.074, -2.305)  0.394
H (4.974, -2.651, -1.819)  0.275
H (6.291, -2.584, -0.635)  0.327
H (4.977, -0.179, -2.008)  0.502
H (6.315, -0.065, -0.871)  0.394
H (6.142, -0.988, 1.207)  0.459
H (4.581, -1.169, 1.998)  0.471
H (5.819, 1.507, 1.157)  0.406
H (5.768, 0.875, 2.808)  0.371
H (4.263, 1.301, 1.979)  0.271
H (-1.222, -0.487, 2.313)  0.523
H (-1.897, -0.479, 4.700)  0.402
H (-0.166, -0.506, 6.461)  0.399
H (2.227, -0.537, 5.847)  0.421
H (2.888, -0.536, 3.460)  0.263
F (0.629, 1.921, -2.930)  -0.330
B (0.362, 2.768, -1.766)  0.271
F (1.236, 2.196, -0.754)  -0.222
F (-0.943, 2.315, -1.317)  -0.313
F (0.477, 4.065, -1.982)  -0.258
N (-2.088, -0.405, -1.906)  -0.600
C (-3.249, -0.462, -1.904)  0.539
N (-4.541, -0.524, -1.903)  -0.072
C (-5.297, -0.946, -3.099)  -0.674
C (-6.220, 0.196, -3.577)  -0.446
C (-6.030, 1.452, -2.726)  -0.766
C (-6.259, 1.138, -1.247)  -0.455
C (-5.338, -0.007, -0.772)  -0.584
H (-5.871, -1.831, -2.824)  0.274
H (-4.583, -1.237, -3.865)  0.369
H (-7.261, -0.124, -3.508)  0.320
H (-6.021, 0.421, -4.624)  0.327
H (-6.729, 2.222, -3.049)  0.403
H (-5.023, 1.852, -2.870)  0.250
H (-7.301, 0.850, -1.103)  0.320
H (-6.085, 2.029, -0.646)  0.340
H (-5.917, -0.842, -0.376)  0.268
H (-4.650, 0.321, 0.004)  0.290

Its spin multiplicity is 5. Its molar mass is 577.296 g/mol. The calculation puts the HOMO energy (alpha / beta) at -11.69 / -11.69 eV. The expectation value of S² is 6.004. The total charge is +1. The calculation puts the max |F| at 3.39 eV Å⁻¹.

Record 3
The following is a DFT calculation (ωB97M-V with the def2-TZVPD basis set) of a 6-piece molecular cluster, C18H25BF6INO18P overall at a distorted geometry.

Last column: Mulliken charge in e.
Element x y z (Å)
C (-0.229, 1.086, -0.956)  -0.276
P (-0.471, 0.816, -2.802)  -0.241
O (0.746, 2.069, -3.159)  -0.584
C (2.037, 1.713, -3.147)  0.234
F (2.697, 2.270, -2.025)  -0.296
C (2.156, 0.149, -3.108)  -0.477
I (2.753, -0.386, -5.225)  -0.204
B (3.113, -0.621, -2.069)  0.291
N (3.825, -1.827, -2.441)  -0.457
O (3.192, -0.089, -0.785)  0.164
O (0.927, -0.376, -2.793)  0.041
H (-0.798, 0.339, -0.385)  -0.115
H (0.822, 1.046, -0.654)  -0.194
H (-0.609, 2.079, -0.690)  0.426
H (-1.568, 1.743, -2.851)  -0.015
H (-1.383, -0.304, -2.590)  0.032
H (-0.567, 0.596, -4.219)  0.099
H (2.563, 2.134, -4.007)  0.370
H (4.537, -2.103, -1.776)  0.153
H (3.251, -2.637, -2.649)  0.147
H (4.081, -0.158, -0.415)  0.065
C (-2.961, -1.066, 2.617)  -0.403
C (-4.296, -0.368, 2.422)  0.335
O (-3.913, 0.985, 2.341)  -0.339
C (-2.622, 1.038, 1.876)  0.487
O (-2.098, 2.011, 1.468)  -0.461
O (-2.067, -0.188, 1.943)  0.008
F (-5.137, -0.537, 3.475)  -0.322
H (-2.711, -1.105, 3.680)  0.230
H (-2.906, -2.058, 2.179)  0.216
H (-4.824, -0.648, 1.508)  0.317
C (-1.399, -4.083, -2.139)  -0.507
C (-0.698, -2.842, -1.616)  0.964
O (0.655, -3.268, -1.601)  -0.052
C (0.813, -4.222, -2.550)  0.459
O (1.864, -4.576, -2.971)  -0.572
O (-0.390, -4.683, -2.954)  -0.388
F (-1.086, -2.553, -0.343)  -0.245
H (-1.641, -4.753, -1.311)  0.290
H (-2.284, -3.874, -2.733)  0.345
H (-0.778, -1.942, -2.227)  -0.494
C (4.416, 1.225, 2.142)  0.015
C (4.931, 2.476, 2.817)  0.326
O (6.325, 2.410, 2.558)  -0.351
C (6.513, 1.682, 1.422)  0.561
O (7.532, 1.623, 0.822)  -0.532
O (5.369, 1.049, 1.084)  -0.272
F (4.733, 2.473, 4.158)  -0.291
H (4.468, 0.366, 2.808)  0.085
H (3.411, 1.322, 1.742)  0.088
H (4.540, 3.409, 2.409)  0.321
C (2.752, -2.749, 2.449)  -0.519
C (1.431, -2.852, 1.705)  0.920
O (0.691, -1.781, 2.259)  -0.263
C (1.560, -0.837, 2.686)  0.717
O (1.286, 0.268, 3.005)  -0.521
O (2.817, -1.354, 2.732)  -0.333
F (0.787, -4.020, 1.978)  -0.350
H (2.700, -3.311, 3.385)  0.270
H (3.617, -3.059, 1.869)  0.351
H (1.493, -2.722, 0.628)  -0.252
C (-6.047, 4.134, -0.630)  -0.426
C (-6.130, 4.050, 0.883)  0.458
O (-7.102, 3.039, 1.075)  -0.311
C (-7.082, 2.223, -0.015)  0.696
O (-7.589, 1.154, -0.066)  -0.521
O (-6.387, 2.802, -1.016)  -0.323
F (-6.567, 5.203, 1.446)  -0.299
H (-6.800, 4.828, -1.009)  0.265
H (-5.064, 4.394, -1.009)  0.300
H (-5.198, 3.748, 1.366)  0.162

Its molar mass is 826.065 g/mol. The calculation puts the HOMO energy at -4.94 eV. The total charge is -1. The calculation puts the max |F| at 1.43 eV Å⁻¹.